{
  "formula": "ClHN2O",
  "method": "ωB97M-V/def2-TZVPD",
  "homo_lumo_gap_ha": 0.357,
  "relative_energy_ev": 3.402,
  "homo_ev": -10.8,
  "smiles": "[O-]/[NH+]=N/Cl",
  "species": ["N", "N", "O", "Cl", "H"],
  "coordinates": [[-0.940, -1.439, -0.078], [0.127, -0.780, 0.083], [1.198, -1.306, -0.008], [-2.432, -0.151, -0.011], [-0.016, 0.178, -0.001]],
  "nbo_charge": [-0.10, 0.16, -0.37, -0.05, 0.35]
}